A structure of composition C19H18ILuNO2S5Si. Source: the Open Molecules 2025 dataset; level of theory: the ωB97M-V functional and the def2-TZVPD basis.

Summary:
Total charge: -1
Strongest force on any atom: 2.1 eV Å⁻¹
Calculated total energy: -4754.05540 a.u.
2S+1: 1

Positions of all 48 atoms, in Å:
Lu  -0.444  1.077  -0.230
S  -7.276  3.509  -0.281
C  -5.665  3.178  -0.209
S  -4.869  2.584  1.208
C  -3.233  2.522  0.568
C  -3.092  2.905  -0.721
S  -1.620  2.996  -1.652
S  -4.571  3.404  -1.530
S  -1.973  2.020  1.672
I  -3.379  -6.902  -2.608
C  -2.761  -4.990  -1.980
C  -3.231  -3.872  -2.651
C  -2.800  -2.617  -2.253
C  -1.926  -2.489  -1.181
C  -1.478  -3.617  -0.506
C  -1.887  -4.878  -0.910
C  -1.424  -1.142  -0.780
O  -1.051  -0.933  0.403
O  -1.344  -0.233  -1.660
H  -3.919  -3.973  -3.480
H  -3.137  -1.728  -2.769
H  -0.798  -3.500  0.328
H  -1.531  -5.757  -0.390
C  4.207  2.766  0.780
Si  2.367  2.504  1.144
C  1.359  3.993  0.557
C  2.138  2.374  3.024
N  1.723  1.207  0.200
C  2.147  -0.106  0.230
C  2.923  -0.686  1.254
C  3.241  -2.031  1.242
C  2.814  -2.861  0.212
C  2.086  -2.307  -0.831
C  1.773  -0.960  -0.832
H  4.602  3.640  1.302
H  4.362  2.908  -0.291
H  4.792  1.895  1.087
H  1.711  4.926  1.005
H  0.308  3.879  0.834
H  1.410  4.100  -0.528
H  2.407  3.312  3.514
H  2.746  1.582  3.467
H  1.091  2.162  3.256
H  3.258  -0.056  2.069
H  3.824  -2.444  2.058
H  3.072  -3.912  0.205
H  1.774  -2.932  -1.660
H  1.272  -0.518  -1.690